Below is a molecular structure, C37H75BBr2Cl24IN2O3, with properties calculated with the ωB97M-V functional and the def2-TZVPD basis.

Each line ends with the Mulliken charge.
Cartesian coordinates (Å):
I: 0.49 1.95 0.02  0.1678
Br: 4.75 -0.37 3.76  -0.1209
Br: 1.69 -0.94 5.01  -0.0672
Cl: -0.41 4.86 -1.56  -0.1557
Cl: -8.38 1.03 0.80  -0.1831
Cl: -9.85 -5.93 -0.57  -0.1600
Cl: 7.50 9.85 -1.90  -0.1518
Cl: 1.58 3.69 5.63  0.1535
Cl: 5.97 5.37 -0.17  -0.0869
Cl: -6.47 -1.41 -3.55  -0.0900
Cl: -4.90 0.88 -4.45  -0.1557
Cl: -5.16 -0.62 3.94  -0.1216
Cl: -7.72 -3.95 -0.44  0.0171
Cl: 8.87 12.30 -1.12  -0.1537
Cl: -3.21 2.77 3.08  -0.0680
Cl: -4.28 -6.53 -1.91  -0.1226
Cl: 1.11 7.43 5.15  -0.1405
Cl: 6.91 7.83 1.08  -0.1662
Cl: -6.21 -2.21 1.73  -0.1026
Cl: 4.04 5.02 6.46  -0.1085
Cl: -2.89 1.70 5.78  -0.1156
Cl: 6.79 4.08 5.62  -0.1544
Cl: 2.05 6.19 -0.73  -0.0774
Cl: 0.91 5.90 2.68  -0.0244
Cl: 7.23 4.20 2.74  -0.0736
Cl: -5.77 -4.63 -3.55  -0.0462
Cl: -10.51 -0.96 0.68  -0.1538
O: 1.78 0.02 -6.12  -0.4350
O: 2.42 -0.36 -1.76  -0.2705
O: 3.65 1.83 -1.46  -0.5682
N: -1.52 -2.16 1.52  0.3339
N: 0.64 -0.83 1.24  1.5161
C: 0.43 -3.75 -5.95  -0.6251
C: -6.53 -0.88 2.85  -0.2523
C: 3.58 1.18 4.29  -0.1801
C: -2.58 -3.51 -2.63  0.4604
C: 1.18 1.23 2.86  1.4456
C: -5.31 -6.32 -3.34  -0.5122
C: 0.20 -5.68 -4.16  -0.1589
C: -8.91 -0.50 0.08  0.6900
C: 1.31 -2.46 -6.49  -0.4374
C: 1.41 -2.07 1.69  0.1686
C: 1.40 0.48 1.47  -2.2750
C: 2.32 4.80 6.80  -0.4138
C: 1.83 -5.84 -1.93  -0.5167
C: 0.87 -4.21 -4.40  0.4148
C: 7.99 4.23 4.33  -0.3832
C: 2.94 0.48 0.85  0.3634
C: 0.89 -6.61 -3.02  -0.7578
C: -0.82 -0.79 1.60  -1.4230
C: 0.33 5.97 -0.39  0.0680
C: -8.25 -5.47 -1.16  -0.3804
C: -3.78 2.84 4.76  -0.4121
C: 0.81 -1.04 -5.77  0.0842
C: 1.96 0.87 4.20  -0.7872
C: 0.95 -3.58 -0.60  1.4304
C: -0.45 1.25 3.26  -0.1846
C: 2.05 -2.94 0.42  -0.8310
C: 7.86 10.96 -0.57  -0.1951
C: 6.78 6.92 -0.43  -0.3449
C: 2.91 0.02 -5.13  -0.1597
C: 0.94 -5.24 -0.65  -0.6887
C: 0.67 7.48 3.44  -0.5156
C: -1.18 -0.20 3.09  0.5667
C: -3.16 -1.91 -0.53  -0.0807
C: -2.98 -2.01 1.13  -0.4744
C: 4.05 2.63 3.67  0.2638
C: -5.43 -0.77 -4.83  -0.1609
C: -3.40 -3.41 -1.17  -0.1397
B: 2.98 0.64 -0.82  0.4479
H: -3.52 -3.03 1.43  0.4737
H: -7.42 -1.12 3.45  0.4793
H: -2.62 -4.64 -2.92  -0.2492
H: 0.82 -2.79 2.40  0.4261
H: -0.73 -3.46 -5.98  0.1392
H: 0.63 -0.92 0.18  0.4409
H: 2.61 -3.85 0.94  0.5190
H: 2.92 -2.32 -0.11  -0.0147
H: 2.20 4.39 7.80  0.3433
H: 8.69 3.39 4.40  0.3148
H: -2.90 -4.23 -0.49  0.2309
H: 6.21 7.51 -1.15  0.2502
H: 1.39 2.39 2.65  0.2025
H: -4.55 -1.41 -4.93  0.0650
H: -4.84 2.59 4.78  0.3066
H: 2.58 -5.05 -2.37  0.2550
H: 8.39 10.41 0.22  0.2263
H: -4.76 -6.65 -4.22  0.3734
H: 8.53 5.17 4.45  0.3019
H: -1.04 2.10 2.67  -0.3109
H: -1.04 -0.95 3.98  0.0163
H: -0.57 1.55 4.41  -0.0369
H: 3.15 1.91 -2.35  0.2194
H: 0.84 -1.17 -4.59  -0.1922
H: -6.21 -6.93 -3.22  0.3572
H: 3.04 -1.09 -4.72  0.1614
H: 3.18 3.37 3.42  -0.0976
H: 0.31 -6.27 -5.19  0.3522
H: -5.98 -0.76 -5.77  0.3548
H: 0.56 -4.62 -6.72  0.3927
H: -8.19 -1.29 0.35  -0.5740
H: -0.15 -3.21 -0.46  -0.7706
H: 3.87 0.39 -5.72  0.2948
H: 0.44 -3.35 -3.70  -0.6228
H: -3.53 -1.12 1.63  -0.2905
H: 3.57 -0.46 1.08  0.0911
H: -1.50 -3.09 -2.46  -0.0044
H: -0.98 -5.54 -4.03  -0.1151
H: 3.78 1.29 5.47  0.4962
H: -1.49 -0.15 0.85  0.1306
H: -0.18 6.94 -0.45  0.3682
H: -2.31 -1.31 -1.05  0.1886
H: -0.38 7.76 3.35  0.3366
H: -8.29 -5.36 -2.25  0.2317
H: 1.51 1.60 5.04  0.1041
H: 1.81 5.77 6.74  0.0917
H: 0.21 5.55 0.61  -0.1740
H: 1.30 8.22 2.94  0.3565
H: -8.95 -0.39 -1.00  0.2636
H: -6.71 0.03 2.28  -0.0025
H: -3.14 -2.92 -3.49  -0.1906
H: -1.43 -2.67 2.46  0.3651
H: 4.75 2.39 2.76  0.3119
H: -4.18 -1.32 -0.68  0.3365
H: 1.43 -7.52 -3.54  0.3232
H: 6.92 11.35 -0.17  0.2856
H: -4.55 -3.63 -1.35  -0.1529
H: 4.74 3.19 4.47  -0.5120
H: 2.39 -1.79 2.32  -0.0555
H: 1.21 -2.31 -7.67  0.2664
H: 7.79 6.74 -0.82  0.3440
H: -2.35 0.02 3.06  -0.3110
H: -3.63 3.85 5.14  0.4012
H: 1.62 0.04 -2.25  0.2054
H: 0.00 -7.10 -2.40  0.1974
H: 2.43 -2.65 -6.17  0.1848
H: -7.54 -6.26 -0.90  0.2587
H: 2.05 -4.25 -4.42  0.3655
H: 2.62 0.72 -4.23  -0.0821
H: -0.27 -0.71 -6.11  0.2848
H: 3.44 1.48 1.24  -0.3612
H: 2.52 -6.68 -1.43  0.3518
H: 1.43 -5.65 0.36  0.4164
H: 1.27 -3.24 -1.70  -0.3974
H: -0.16 -5.63 -0.65  0.2362

The total energy is -18304.596334 hartree. The HOMO energy comes out at -11.22 eV. As for the HOMO-LUMO gap: 8.45 eV. The maximum force is 5.32 eV/Å. Its total charge is +1. Its LUMO energy is -2.777 eV.

Below is a molecular structure, C37H75I2N8O9, with properties calculated with the ωB97M-V functional and the def2-TZVPD basis.

Each line ends with the Mulliken charge.
Cartesian coordinates (Å):
I: 1.86 1.96 -4.83  -0.0046
I: 4.04 1.62 -2.10  0.0467
O: 4.71 9.03 3.86  -0.6977
O: 0.64 3.82 0.00  -0.6703
O: 2.83 -3.62 9.85  -0.6543
O: -1.40 1.88 -7.82  -0.6361
O: 4.10 -0.97 3.91  -0.5314
O: -2.65 1.62 -12.59  -0.6659
O: -2.29 -6.17 9.92  -0.7204
O: -3.88 -0.82 -3.70  -0.6811
O: 3.01 3.92 0.33  -0.7083
N: 1.38 0.62 -0.36  1.4687
N: 3.44 -1.64 5.96  -0.0637
N: -4.11 -4.86 9.90  -0.1654
N: 3.98 7.60 2.28  -0.0861
N: 0.55 1.95 -8.94  -0.0686
N: -2.19 1.10 -14.72  -0.1673
N: -4.54 0.61 -5.31  -0.1507
N: 1.24 -5.14 10.29  -0.1089
C: 3.02 6.78 1.58  -0.6546
C: 0.51 -6.38 10.13  -0.6395
C: -1.52 2.57 -10.11  -1.0557
C: 3.58 -1.92 7.37  -0.6982
C: 1.55 -0.85 -0.09  -0.1980
C: -0.61 0.98 -2.90  -0.5620
C: -3.50 -6.10 7.86  -1.2570
C: -2.75 0.82 -13.51  0.7681
C: -4.59 1.35 -2.97  -1.2616
C: -1.40 -3.39 0.74  -0.8381
C: 5.76 -0.91 5.63  -1.3422
C: -3.47 -0.49 -13.35  -1.2846
C: 2.87 -1.56 -0.72  -1.1311
C: 0.67 1.45 2.07  -1.1657
C: 1.42 2.17 -10.08  -0.8714
C: 3.78 8.38 3.38  0.7134
C: 1.91 1.08 -1.69  -0.5439
C: 0.17 -3.23 0.18  -0.4463
C: 2.39 8.43 3.96  -1.1435
C: 3.22 1.25 1.45  0.0716
C: 1.70 1.52 0.80  1.3600
C: -0.80 2.11 -8.87  0.8125
C: -5.28 -4.24 9.33  -0.8343
C: 3.67 1.91 2.75  -0.9068
C: 0.25 -1.78 -0.58  -0.2915
C: 1.74 3.13 0.34  -0.1571
C: 2.32 -4.70 9.58  0.7812
C: -3.24 -5.73 9.30  0.7844
C: -1.66 0.97 3.19  -1.3315
C: -1.69 1.64 0.64  -0.6934
C: -4.31 0.29 -4.00  0.8304
C: -2.20 0.28 -15.92  -0.8348
C: -0.81 0.84 1.76  1.4383
C: 1.01 1.25 -2.89  -0.3705
C: 2.84 -5.58 8.48  -1.3469
C: 4.38 -1.17 5.09  0.7003
C: -5.04 1.85 -5.85  -0.7456
H: 0.50 2.57 2.45  0.2712
H: 2.38 9.09 4.83  0.2826
H: -1.66 2.11 3.48  0.3391
H: -0.71 -0.32 1.58  -0.4575
H: -5.96 1.63 -6.39  0.2873
H: 1.10 0.86 3.01  0.0540
H: -5.44 -4.53 8.29  0.3218
H: -4.35 0.96 -1.97  0.1762
H: -1.09 0.42 4.07  0.2806
H: 3.17 -6.54 8.89  0.4246
H: -1.80 -4.48 0.51  0.3126
H: -5.65 1.62 -2.99  0.4679
H: 0.57 -6.93 11.07  0.2420
H: 3.34 -2.98 7.52  0.0404
H: -2.59 2.66 -9.91  0.2157
H: 4.94 7.62 1.94  0.2096
H: 3.70 -5.10 8.00  0.3551
H: -2.78 -1.32 -13.53  0.3662
H: 2.15 2.93 -9.80  0.2806
H: 2.06 -5.73 7.72  0.3410
H: 0.87 2.51 -10.96  0.3195
H: -0.97 0.07 -2.26  0.0397
H: 4.59 -1.73 7.73  0.2937
H: 0.26 -4.06 -0.68  0.2799
H: 1.60 -1.00 1.09  0.3283
H: -4.33 -0.15 -5.95  0.2323
H: -2.68 0.85 -16.71  0.2857
H: 2.03 6.83 2.03  0.2553
H: 0.91 -6.99 9.33  0.2868
H: 3.88 -1.01 -0.54  0.2408
H: -0.53 -6.13 9.92  0.2086
H: -4.31 -0.54 -14.05  0.3665
H: -2.73 -6.79 7.52  0.2752
H: 2.87 -1.30 7.91  0.2910
H: -1.72 1.99 -14.76  0.2397
H: -1.16 0.08 -16.20  0.2807
H: 2.09 7.42 4.29  0.3313
H: 6.41 -0.55 4.83  0.2932
H: 1.68 8.81 3.22  0.3183
H: 0.97 1.64 -8.07  0.1324
H: -0.71 -1.12 -0.45  -0.2386
H: 4.60 2.63 2.78  0.1939
H: 0.97 -3.40 1.02  0.2791
H: -0.92 0.79 -4.04  0.4042
H: -5.23 2.59 -5.08  0.3125
H: 3.38 5.75 1.60  0.2299
H: -1.38 1.85 -10.92  0.2480
H: 0.95 -4.50 11.02  0.2318
H: -6.15 -4.53 9.92  0.2848
H: 2.97 -2.63 -0.20  0.2565
H: -1.40 -3.11 1.88  0.1828
H: -1.12 1.93 -0.34  -0.1539
H: -3.47 -5.20 7.23  0.3757
H: -4.47 -6.59 7.77  0.3655
H: -2.14 -2.65 0.17  0.2026
H: 5.72 -0.15 6.42  0.3683
H: 3.03 1.69 3.71  0.1050
H: -4.29 2.23 -6.55  0.1931
H: -2.58 0.91 0.33  0.1344
H: 6.19 -1.84 6.02  0.3647
H: 1.93 1.23 -10.30  0.2980
H: 0.40 -1.92 -1.76  0.4522
H: 4.04 0.59 0.93  -0.0560
H: 2.98 7.12 0.55  0.2248
H: -1.12 2.01 -2.60  0.2203
H: -3.86 -0.58 -12.34  0.2783
H: -2.76 0.53 3.06  0.3242
H: -3.96 2.23 -3.15  0.3750
H: -5.15 -3.15 9.39  0.2870
H: -2.22 2.55 1.18  0.3686
H: 2.73 -1.74 -1.89  0.2680
H: -1.15 3.56 -10.41  0.3460
H: -2.73 -0.66 -15.77  0.3217
H: -3.88 -4.66 10.86  0.2375
H: 2.53 -1.79 5.53  0.2150

The total energy is -3165.088102 hartree. The HOMO energy comes out at -3.83 eV. As for the HOMO-LUMO gap: 5.37 eV. The maximum force is 7.64 eV/Å. Its total charge is -1. Its LUMO energy is 1.534 eV.